# 1
{"formula": "C6H7N", "method": "ωB97M-V/def2-TZVPD", "e_above_lowest_kcal_mol": 93.9, "e_homo_ev": -10.33, "charge": 0, "homo_lumo_gap_ha": 0.3803, "smiles": "C#C[C@@H](C)CC#N", "species": ["C", "H", "H", "H", "H", "H", "C", "H", "H", "C", "N", "C", "C", "C"], "positions_angstrom": [[-1.984, -0.654, 0.722], [1.051, 1.989, 0.188], [0.586, -0.259, 1.009], [-0.646, 1.824, 0.693], [2.959, -1.198, 0.329], [-0.209, 1.828, -1.050], [2.285, -0.859, -0.417], [-0.674, -1.896, -0.339], [-1.354, -0.574, -1.297], [0.267, 0.008, -0.013], [-2.748, -0.482, 1.573], [1.341, -0.400, -1.039], [0.093, 1.511, -0.049], [-0.966, -0.839, -0.311]]}

=====

# 2
{"formula": "C29H31ClN2O3", "method": "ωB97M-V/def2-TZVPD", "e_above_lowest_kcal_mol": 580.1, "e_homo_ev": -8.21, "charge": 0, "homo_lumo_gap_ha": 0.3224, "species": ["C", "H", "H", "C", "H", "C", "H", "C", "C", "C", "H", "C", "H", "H", "Cl", "H", "O", "H", "H", "C", "C", "H", "C", "H", "H", "H", "H", "H", "C", "C", "C", "H", "C", "C", "C", "H", "H", "H", "C", "H", "H", "C", "C", "C", "C", "H", "H", "H", "H", "O", "C", "C", "N", "C", "C", "N", "H", "C", "O", "C", "C", "C", "H", "H", "H", "H"], "positions_angstrom": [[-0.082, -0.593, 0.253], [2.983, -0.679, -5.768], [3.392, 0.950, 0.800], [2.285, -2.817, 2.006], [-0.476, 0.653, -3.467], [-2.632, 2.751, 4.475], [-2.053, -0.242, -0.584], [-2.855, 1.495, 6.343], [1.075, -0.695, -6.871], [-2.405, 1.513, 3.793], [-0.414, 0.116, 2.631], [-2.774, 2.561, 5.807], [-2.490, 0.624, 1.713], [-2.948, -0.499, 6.405], [3.873, -1.140, -1.261], [1.995, -1.733, 3.731], [-0.479, -3.041, -2.542], [-3.249, 1.697, 7.582], [2.135, -3.635, 2.428], [0.043, -1.381, -4.156], [2.855, -2.643, 0.730], [-2.231, -1.198, -7.497], [0.453, 1.467, -1.671], [-2.795, 3.802, 6.256], [-1.802, -1.751, -5.132], [-1.008, -2.109, -8.357], [3.222, -3.487, 0.028], [0.214, 2.080, 3.707], [2.249, -1.731, 2.927], [1.891, -0.752, -5.704], [-0.440, 0.987, 2.207], [0.308, 3.115, 2.094], [-2.760, 0.234, 5.871], [-1.120, -0.886, -0.844], [-1.098, -1.175, -7.760], [-2.453, 3.503, 3.809], [0.843, -1.251, -0.072], [-2.009, 2.313, 1.864], [-0.585, 0.706, -2.381], [2.033, -1.024, -3.468], [0.592, 2.262, -1.994], [-2.019, 1.407, 2.433], [-0.252, -1.798, -2.862], [-0.690, -1.459, -5.140], [0.582, 2.008, 2.805], [1.372, 1.022, -1.446], [-2.347, -0.773, 4.201], [3.222, 1.121, 3.614], [1.487, -0.786, -7.701], [-0.332, 2.958, 0.043], [-0.183, 1.833, -0.190], [-0.273, -1.146, -6.444], [-0.081, 0.639, 0.860], [1.215, -1.146, -4.353], [-2.444, 0.190, 4.524], [-1.066, -0.731, -2.088], [-0.895, -0.361, -8.633], [2.425, 0.673, 3.380], [1.822, 1.946, 2.627], [2.975, -0.435, 1.236], [2.462, -0.579, 2.442], [3.408, -1.399, 0.438], [-0.358, -1.394, 1.140], [-1.605, 1.324, -2.229], [1.704, 0.536, 4.090], [-1.414, -2.017, -0.678]]}

=====

Number 2 is which compound? C29H31ClN2O3